Entry 1:
Here is a molecular structure, C3H5O3 at a distorted geometry from the Open Molecules 2025 dataset. Energies are from ωB97M-V/def2-TZVPD.

CARTESIAN COORDINATES (ANGSTROEM)
C  0.4442  -1.7103  0.3817
C  0.7687  -1.4098  -0.8848
O  0.3927  -0.2909  -1.4550
H  1.1782  -1.3725  1.0791
H  -0.7194  -1.7613  0.8711
H  1.7560  -1.7983  -1.3971
H  0.1088  0.7122  -0.8743
O  -0.3111  1.8444  -0.4944
C  -1.0378  1.9385  0.5919
O  -1.6569  2.9451  0.9865
H  -0.9233  0.9030  1.1952

Summary:
HOMO-LUMO gap in Eh: 0.2842
Total charge: -1
LUMO energy in eV: 4.32
Max |F| in eV/Å: 5.314
HOMO energy in eV: -3.4
Energy in Eh: -342.97477

Mulliken atomic charge list, values in e, 4 entries: -0.73, 0.09, -0.59, 0.20



Entry 2:
Here is C3H5O3P in the gas phase at a distorted geometry from the Open Molecules 2025 dataset. Energies are from ωB97M-V/def2-TZVPD.

CARTESIAN COORDINATES (ANGSTROEM)
C  1.7673  -0.8910  -2.9651
C  1.1884  -1.4084  -1.8548
C  -1.5033  0.6320  1.4055
O  1.8730  0.2713  -3.3192
O  0.5937  -0.6122  -0.9224
O  -0.1519  0.6524  1.0714
P  0.4259  0.8432  -0.5044
H  2.1397  -1.7338  -3.6613
H  0.9659  -2.4463  -1.5338
H  -2.0475  1.0108  0.6276
H  -1.4746  1.1218  2.3221
H  -1.9789  -0.3977  1.5596

Summary:
HOMO-LUMO gap (alpha / beta) in Eh: 0.2890 / 0.2386
Total charge: 0
LUMO energy (alpha / beta) in eV: -0.93 / -1.45
Max |F| in eV/Å: 4.086
HOMO energy (alpha / beta) in eV: -8.8 / -7.9
Energy in Eh: -684.28339

Mulliken atomic charge list, values in e, 4 entries: 0.13, -0.19, -0.55, -0.53



Entry 3:
Here is a molecular structure, C3H5O3Yb at a distorted geometry from the Open Molecules 2025 dataset. Energies are from ωB97M-V/def2-TZVPD.

CARTESIAN COORDINATES (ANGSTROEM)
H  0.9867  0.2458  -2.1939
C  0.4742  0.4037  -1.2353
C  0.8457  -0.6898  -0.3143
O  0.8798  -0.2028  1.0738
C  -0.2850  -0.2747  1.6425
O  -0.1894  0.1489  2.8861
Yb  -1.5875  -1.4124  -0.1694
O  -1.0408  0.3075  -1.5935
H  0.4800  1.4210  -0.8118
H  -1.3545  1.0689  -2.0864
H  1.8422  -1.0968  -0.5097
H  -1.0514  0.0806  3.3120

Summary:
HOMO-LUMO gap (alpha / beta) in Eh: 0.2244 / 0.2562
Total charge: +1
LUMO energy (alpha / beta) in eV: -4.20 / -6.21
Max |F| in eV/Å: 1.708
HOMO energy (alpha / beta) in eV: -10.3 / -13.2
Energy in Eh: -1501.30536
2S+1: 3

Mulliken atomic charge list, values in e, 4 entries: 0.28, 0.04, -0.78, -0.32



Entry 4:
Here is a molecular structure, C3H5O4Pm at a distorted geometry from the Open Molecules 2025 dataset. Energies are from ωB97M-V/def2-TZVPD.

CARTESIAN COORDINATES (ANGSTROEM)
O  0.0657  1.1544  -0.2711
C  0.9705  -0.1638  0.3916
C  -1.2764  0.7868  -0.0042
O  1.8510  0.1099  1.2853
O  -0.0186  -1.0558  0.7116
C  -1.2585  -0.7313  0.0874
H  -1.9137  1.1344  -0.8265
H  -1.5917  1.2202  0.9590
H  -1.2957  -1.1870  -0.9143
H  -2.0580  -1.1214  0.7262
Pm  4.0567  -0.2290  0.1187
O  1.5808  -0.3659  -0.8605
H  0.8879  0.4484  -1.4032

Summary:
HOMO-LUMO gap (alpha / beta) in Eh: 0.2659 / 0.2705
Total charge: +1
LUMO energy (alpha / beta) in eV: -5.50 / -5.43
Max |F| in eV/Å: 3.433
HOMO energy (alpha / beta) in eV: -12.7 / -12.8
Energy in Eh: -1026.30789
2S+1: 6

Mulliken atomic charge list, values in e, 4 entries: -0.61, 1.15, -0.28, -0.93



Entry 5:
Here is 2 unconnected molecules or ions with the total composition C3H5O4S at a distorted geometry from the Open Molecules 2025 dataset. Energies are from ωB97M-V/def2-TZVPD.

CARTESIAN COORDINATES (ANGSTROEM)
C  0.4789  0.0989  1.3597
C  -0.0013  0.4785  0.2003
C  -0.2160  -0.5135  -0.9080
O  -2.5411  -0.5523  1.2888
O  -3.9701  1.2406  0.2491
O  -0.2162  -1.7589  -0.8852
O  -2.1001  0.3336  -1.0403
S  -3.3204  0.0170  -0.1389
H  0.6961  0.6573  2.1816
H  0.6988  -0.9017  1.6058
H  -0.0632  1.4528  -0.1338
H  -0.1083  -0.0959  -1.9189
H  -1.7843  -0.9842  0.8409

Summary:
HOMO-LUMO gap in Eh: 0.3038
Total charge: -1
LUMO energy in eV: 4.00
Max |F| in eV/Å: 3.039
HOMO energy in eV: -4.3
Energy in Eh: -816.45712

Mulliken atomic charge list, values in e, 4 entries: -0.68, -0.22, 0.03, -0.54



Entry 6:
Here is C3H5OPS in the gas phase at a distorted geometry from the Open Molecules 2025 dataset. Energies are from ωB97M-V/def2-TZVPD.

CARTESIAN COORDINATES (ANGSTROEM)
O  3.9802  -1.2142  0.1281
C  3.1472  -0.3793  0.0908
C  2.2254  0.5211  0.3057
C  0.9288  0.7834  -0.4239
S  -0.5264  0.5258  0.6172
P  -1.5760  -1.3327  0.0740
H  2.4646  1.1196  1.1776
H  0.9744  1.8082  -0.6203
H  0.6038  0.2301  -1.3196
H  -2.3038  -1.2177  1.3616
H  -0.6322  -2.0978  0.5898

Summary:
HOMO-LUMO gap in Eh: 0.3319
Total charge: 0
LUMO energy in eV: 0.36
Max |F| in eV/Å: 2.743
HOMO energy in eV: -8.7
Energy in Eh: -932.01758

Mulliken atomic charge list, values in e, 4 entries: -0.39, 0.67, -0.55, -0.63